No. 1
Density functional theory data (ωB97M-V/def2-TZVPD) for an isolated ion of composition C6H9N2 and charge +1 in a non-equilibrium geometry.

Values from the calculation:
Structure (SMILES) ... c1c[n+]2c([nH]1)CCC2
Energy relative to the best compared isomer or geometry (same formula, charge and spin) ... 0.0 kJ/mol
Total charge ... +1
F_max ... 0.048 Eh/bohr
LUMO energy ... -2.77 eV
DFT total energy ... -343.32148 Ha
Gap between HOMO and LUMO ... 11.2 eV
Molar mass ... 109.15 g mol⁻¹

Each line ends with the natural charge from an NBO analysis.
Atoms and positions in Å:
C (-2.44737, -0.04427, -0.00443)  -0.043
C (-1.64210, -1.14398, -0.00870)  -0.052
N (-0.36865, -0.67108, -0.00900)  -0.276
C (-0.36864, 0.65237, -0.00306)  0.433
N (-1.63649, 1.06392, -0.00278)  -0.461
C (0.97709, 1.26039, 0.02284)  -0.453
C (1.93170, 0.03947, -0.05237)  -0.419
C (1.09616, -1.24528, 0.03217)  -0.180
H (-3.51547, 0.03928, -0.00534)  0.257
H (-1.89077, -2.18490, -0.01662)  0.261
H (-1.96612, 2.01899, 0.00574)  0.456
H (1.13314, 1.94296, -0.81447)  0.260
H (1.12593, 1.83686, 0.93870)  0.258
H (2.48374, 0.06228, -0.99004)  0.242
H (2.65624, 0.07084, 0.75800)  0.248
H (1.22656, -1.90988, -0.81808)  0.236
H (1.20509, -1.78798, 0.96745)  0.233

No. 2
Density functional theory data (ωB97M-V/def2-TZVPD) for one molecule with the formula C4H6N2.

Values from the calculation:
Structure (SMILES) ... N1[C@H]2[C@@H]1[C@H]1N[C@@H]21
Energy relative to the best compared isomer or geometry (same formula, charge and spin) ... 399.8 kJ/mol
Total charge ... 0
F_max ... 0.007 Eh/bohr
LUMO energy ... 1.26 eV
DFT total energy ... -265.38328 Ha
Gap between HOMO and LUMO ... 10.3 eV
Molar mass ... 82.11 g mol⁻¹

Each line ends with the natural charge from an NBO analysis.
Atoms and positions in Å:
N (-0.95943, -1.27474, -0.39458)  -0.571
C (-1.09881, 0.14580, -0.18817)  -0.103
C (-0.01109, -0.40428, -1.03131)  -0.087
C (1.05318, 0.30222, -0.14870)  -0.104
N (1.03564, 0.08060, 1.27204)  -0.570
C (-0.01866, 0.87543, 0.69902)  -0.095
H (-0.66081, -1.86040, 0.37969)  0.351
H (-2.01617, 0.63322, -0.49790)  0.209
H (0.11260, -0.36023, -2.10486)  0.204
H (1.87906, 0.79632, -0.64202)  0.205
H (0.82445, -0.84005, 1.64556)  0.352
H (-0.13998, 1.90612, 1.01122)  0.208

No. 3
Density functional theory data (ωB97M-V/def2-TZVPD) for C25H32MnN5OP2 as an isolated structure.

Values from the calculation:
⟨S²⟩ ... 0.77
Energy relative to the best compared isomer or geometry (same formula, charge and spin) ... 57.1 kJ/mol
Spin multiplicity ... 2
Total charge ... +1
F_max ... 0.013 Eh/bohr
LUMO energy (alpha / beta) ... -1.96 / -2.22 eV
DFT total energy ... -3154.44222 Ha
Gap between HOMO and LUMO (alpha / beta) ... 8.5 / 8.0 eV
Molar mass ... 535.45 g mol⁻¹

Each line ends with the Mulliken spin population.
Atoms and positions in Å:
Mn (0.30128, -0.24235, 0.53308)  1.090
O (-0.55897, -1.06822, 4.42646)  0.028
C (-0.48810, -0.97027, 3.20845)  0.000
N (0.46662, -0.36020, 2.48220)  -0.022
C (1.18207, 0.68091, 3.18110)  -0.002
C (1.04876, 1.94915, 2.37724)  -0.004
C (1.47498, 3.17347, 2.87805)  0.002
C (1.30474, 4.31741, 2.12334)  0.000
C (0.71295, 4.20261, 0.87245)  -0.001
C (0.33050, 2.95084, 0.43650)  -0.005
N (0.48864, 1.83631, 1.16134)  -0.019
C (-1.62994, -1.45498, 2.35176)  0.003
C (-2.66897, -2.19034, 2.89619)  0.001
C (-3.75054, -2.50939, 2.09475)  -0.002
C (-3.74999, -2.07299, 0.77678)  0.000
C (-2.66872, -1.34736, 0.31093)  -0.002
N (-1.62098, -1.03588, 1.08001)  -0.023
H (2.24059, 0.45980, 3.34871)  0.000
H (0.74878, 0.83371, 4.17422)  -0.002
H (1.92170, 3.21219, 3.86304)  0.000
H (1.61867, 5.28093, 2.50186)  0.000
H (0.55608, 5.06518, 0.24030)  0.000
H (-0.10493, 2.81917, -0.54416)  0.002
H (-2.60181, -2.47163, 3.93784)  0.000
H (-4.58282, -3.07876, 2.48622)  0.000
H (-4.57272, -2.29483, 0.11118)  0.000
H (-2.62126, -1.01483, -0.71754)  0.001
C (3.06335, 1.45928, -1.17574)  0.000
P (2.54531, 0.05783, -0.12481)  -0.014
C (3.79726, 0.12787, 1.20655)  0.002
C (3.10463, -1.40632, -1.06293)  -0.005
C (4.30852, -1.43445, -1.76571)  -0.001
C (4.71115, -2.58693, -2.41702)  0.000
C (3.92048, -3.72887, -2.36204)  0.000
C (2.72678, -3.71185, -1.66262)  0.000
C (2.30620, -2.55086, -1.01436)  -0.007
P (0.74012, -2.45666, -0.08276)  -0.023
C (-0.39239, -3.47738, -1.08806)  0.000
C (1.03195, -3.52852, 1.36460)  0.004
H (4.14642, 1.49635, -1.29208)  -0.001
H (2.73784, 2.39269, -0.71672)  0.001
H (2.60048, 1.37135, -2.15882)  0.000
H (4.79701, 0.01504, 0.78642)  -0.001
H (3.61762, -0.67279, 1.92294)  0.002
H (3.73589, 1.08828, 1.72019)  -0.001
H (4.93784, -0.55385, -1.80729)  0.000
H (5.64364, -2.60025, -2.96546)  0.000
H (4.23829, -4.63172, -2.86641)  0.000
H (2.12105, -4.60869, -1.62620)  0.000
H (-0.05048, -4.51045, -1.14924)  -0.002
H (-0.46560, -3.06536, -2.09456)  0.000
H (-1.38158, -3.47590, -0.63242)  0.001
H (1.46895, -4.48160, 1.06560)  -0.001
H (0.07937, -3.71498, 1.86389)  -0.001
H (1.69109, -3.02188, 2.06809)  0.002
C (-2.35208, 2.57448, -3.51406)  0.001
N (-2.53484, 1.88199, -2.24113)  0.001
C (-3.75000, 2.14500, -1.47082)  0.001
C (-1.57725, 1.15871, -1.72165)  0.016
N (-0.74265, 0.50960, -1.25158)  -0.020
H (-3.17749, 2.33274, -4.18323)  0.000
H (-1.42140, 2.25395, -3.97444)  0.000
H (-2.32438, 3.65392, -3.35731)  0.000
H (-4.62399, 1.83167, -2.04196)  0.000
H (-3.82991, 3.21000, -1.24903)  0.000
H (-3.71577, 1.58931, -0.53677)  0.000

No. 4
Density functional theory data (ωB97M-V/def2-TZVPD) for one molecule with the formula C5H7NO.

Values from the calculation:
Energy relative to the best compared isomer or geometry (same formula, charge and spin) ... 526.3 kJ/mol
Total charge ... 0
F_max ... 0.018 Eh/bohr
LUMO energy (alpha / beta) ... -0.62 / -0.62 eV
DFT total energy ... -324.52400 Ha
Gap between HOMO and LUMO (alpha / beta) ... 7.1 / 7.1 eV
Molar mass ... 97.12 g mol⁻¹

Each line ends with the natural charge from an NBO analysis.
Atoms and positions in Å:
N (1.01672, 2.31527, 1.07347)  -0.607
C (1.00490, 1.19042, 0.63237)  0.611
O (-1.24883, 0.89892, 0.22286)  -0.834
C (-1.71576, -0.34248, -0.09838)  -0.126
C (-0.41876, -1.04577, -0.15550)  0.239
C (0.66466, -0.63209, -1.04304)  -0.484
C (1.36648, -0.01002, 0.14469)  -0.451
H (0.31543, 2.60798, 1.74401)  0.419
H (-2.21771, -0.41387, -1.09296)  0.149
H (-2.39444, -0.82637, 0.63554)  0.143
H (-0.16220, -1.83953, 0.54867)  0.196
H (0.36049, 0.08521, -1.80425)  0.252
H (1.26012, -1.44805, -1.45588)  0.241
H (2.16890, -0.53961, 0.64839)  0.254

Which value of molar mass does entry 3 give? 535.45 g mol⁻¹

Look up the DFT total energy of the fourth one. -324.52400 Ha

Number 3 is which compound? C25H32MnN5OP2